# 1
{"formula": "C31H54N5O9P", "method": "ωB97M-V with the def2-TZVPD basis set", "symbols": ["C", "C", "H", "C", "N", "O", "N", "H", "C", "H", "H", "H", "C", "H", "H", "C", "H", "C", "O", "H", "H", "H", "C", "H", "H", "C", "H", "H", "H", "C", "H", "H", "H", "H", "C", "H", "C", "C", "H", "O", "H", "H", "O", "C", "C", "H", "C", "H", "C", "P", "H", "H", "H", "O", "C", "C", "H", "O", "C", "H", "N", "H", "H", "H", "H", "O", "H", "H", "C", "C", "H", "C", "H", "H", "C", "C", "C", "H", "H", "H", "C", "N", "C", "H", "H", "H", "H", "O", "H", "C", "H", "N", "C", "C", "O", "H", "H", "H", "H", "H"], "coordinates": [[-0.961, 5.902, 3.820], [2.661, 0.440, -1.601], [-2.991, -1.149, -7.528], [2.430, 4.391, 4.337], [1.982, -1.980, 2.255], [0.159, 6.563, 4.257], [-1.527, -1.553, -6.080], [-2.557, -5.961, -2.804], [1.493, 2.409, 0.888], [-1.066, 2.651, 1.988], [0.697, -0.807, 3.518], [3.913, -1.309, -1.389], [-0.626, 3.669, 0.123], [-2.791, -3.713, -0.156], [0.757, 2.570, -1.125], [-2.125, 0.224, -1.869], [-2.236, 5.654, 2.158], [1.873, 1.088, 0.770], [2.725, 5.115, 5.457], [-2.458, -3.389, -6.380], [-2.231, -9.136, -1.997], [-1.161, 3.887, -0.802], [-2.657, -1.144, -1.386], [2.184, 0.663, -3.485], [-2.454, 3.249, 1.129], [2.831, 1.097, 3.016], [2.429, -2.456, 3.024], [-0.823, 0.833, 0.306], [-1.067, -2.605, -1.413], [2.929, -1.027, 1.674], [3.688, 1.023, 6.402], [-3.366, -5.653, -1.268], [-1.283, -9.039, -0.504], [2.345, -1.641, -2.132], [0.678, -1.490, 2.659], [-1.541, -0.136, -7.603], [-1.620, 6.441, 2.582], [-0.830, -0.752, -5.249], [-2.831, -2.390, 1.043], [3.027, 0.796, 5.738], [-2.527, -2.788, -4.707], [-0.549, 4.620, 0.648], [-0.649, -5.371, -0.915], [2.551, 0.425, 1.846], [3.159, -0.920, -2.073], [3.655, -0.825, -3.040], [2.468, 2.466, 3.134], [0.065, -2.342, 2.953], [-2.139, -8.627, -1.035], [3.699, 0.306, 4.387], [0.668, 0.711, -0.962], [1.399, 4.034, -0.453], [0.165, -1.016, 1.823], [5.136, 1.018, 4.476], [-1.905, -1.144, -7.415], [-1.769, 1.363, 0.397], [-1.474, -1.815, -8.161], [-0.502, -1.062, -4.122], [-2.509, 1.383, -0.945], [5.597, 0.973, 3.630], [2.796, 3.158, 4.264], [-0.868, -1.365, -0.179], [-2.260, 7.275, 2.866], [-2.473, 0.427, -2.882], [-1.413, -3.444, 0.917], [2.114, 1.189, -2.686], [-3.582, 1.290, -0.751], [-1.041, 0.140, -1.939], [-1.600, -1.997, -0.682], [1.802, 3.112, 2.076], [2.075, 7.062, 3.941], [-0.851, -6.560, -0.781], [-0.589, 0.230, -5.691], [-3.013, -1.688, -2.261], [-2.973, -6.437, -1.915], [1.573, 0.331, -0.504], [-1.489, 2.748, 0.986], [-1.020, -3.450, -5.335], [-3.483, -0.961, -0.695], [-3.782, -7.103, -2.206], [-1.906, -2.872, -5.599], [1.461, 4.428, 2.173], [0.789, 3.160, -0.215], [1.119, 6.888, 2.426], [-2.387, 0.829, 1.122], [3.891, -1.179, 2.161], [3.511, 0.989, -1.186], [3.769, -1.159, 4.287], [-0.906, 6.767, 1.830], [1.320, 6.486, 3.418], [1.374, -0.713, -0.271], [-1.951, -7.204, -1.224], [1.749, 5.054, 3.273], [-2.201, -2.953, 0.352], [-1.403, 4.988, 4.463], [-2.372, 2.327, -1.474], [3.082, -1.264, 0.627], [-0.134, -7.229, -0.275], [2.170, 4.799, 6.179], [-3.039, -8.824, -0.450]], "e_above_lowest_kcal_mol": 0.0, "total_energy_ha": -2506.0376, "smiles": "CCCCCCCCCc1c(C[C@@H](C)O)c(CNC)c(P(=O)(O)O)c2nc(O)c(COC(C)=O)nc12.CN(C)C=O.CN(C)C=O", "total_charge": 0, "lumo_energy_ev": -0.24, "homo_energy_ev": -7.97}


# 2
{"formula": "C3H5N5", "method": "ωB97M-V with the def2-TZVPD basis set", "symbols": ["C", "H", "N", "H", "N", "H", "N", "H", "H", "N", "N", "C", "C"], "coordinates": [[0.779, -1.642, -0.109], [1.809, -1.354, 0.262], [-0.015, -0.389, -0.092], [-1.644, -1.033, -1.084], [0.119, -2.667, -0.378], [0.411, 3.275, 0.886], [0.606, 0.794, 0.221], [0.729, -3.615, -0.192], [0.767, 0.892, 1.197], [-0.399, 3.024, 0.363], [-1.557, 1.083, -0.444], [-0.462, 1.765, 0.054], [-1.143, -0.133, -0.686]], "e_above_lowest_kcal_mol": 67.2, "total_energy_ha": -391.0113, "smiles": "[H]/N=c1/ncn(/C=N/[H])[nH]1", "total_charge": 0, "lumo_energy_ev": 0.28, "homo_energy_ev": -8.51}


# 3
{"formula": "C21H40F4N3O12", "method": "ωB97M-V with the def2-TZVPD basis set", "symbols": ["H", "H", "H", "H", "H", "C", "C", "C", "O", "H", "C", "H", "H", "C", "O", "H", "C", "H", "H", "N", "H", "H", "C", "H", "O", "F", "C", "O", "C", "O", "O", "H", "H", "N", "C", "H", "H", "C", "H", "H", "O", "H", "F", "H", "H", "H", "O", "C", "H", "H", "F", "N", "H", "C", "O", "F", "H", "C", "C", "H", "H", "O", "C", "C", "H", "H", "H", "C", "C", "O", "C", "H", "H", "H", "C", "H", "H", "O", "H", "H"], "coordinates": [[-2.037, -2.235, -8.096], [-0.150, 0.230, -7.444], [-3.140, -3.129, 2.752], [-2.114, 0.786, -9.320], [1.349, -2.079, -3.368], [-3.873, -2.316, 2.770], [-0.097, -1.593, -6.443], [0.263, -0.175, -3.769], [-1.563, -0.958, 2.775], [-3.063, -0.729, -10.021], [2.612, -2.739, 0.972], [2.392, 4.293, 10.792], [2.660, 0.380, 0.530], [2.123, 0.900, 1.328], [-3.569, -1.388, 3.810], [4.697, -2.299, 2.537], [0.484, -2.414, 0.058], [-2.019, 0.138, -4.219], [0.867, -2.253, -0.955], [1.194, -1.519, -5.612], [-2.899, -0.730, -7.322], [-0.481, -2.923, -0.017], [-1.967, -1.067, -7.975], [-3.914, -1.809, 1.801], [0.676, 4.087, 1.107], [-1.084, -0.300, -11.871], [-0.974, 0.789, 4.719], [1.710, 3.384, 9.048], [2.027, 4.557, 9.794], [0.126, 2.865, 10.629], [1.367, -3.252, 0.802], [2.825, 5.088, 9.266], [0.281, -3.522, -6.145], [-0.613, -2.978, -6.001], [0.727, 2.624, 9.594], [0.955, 0.103, -2.837], [1.792, -0.677, -5.756], [-1.305, 1.629, -2.650], [-4.857, -2.744, 2.977], [-1.702, -2.520, -4.250], [-2.207, 0.071, 4.726], [-1.454, 1.162, 9.286], [-1.766, -0.877, -2.241], [-0.900, 1.420, 3.827], [-1.750, 2.410, -3.425], [-0.272, 5.887, 1.346], [0.749, 2.610, 2.865], [-0.055, 4.990, 1.934], [-0.126, 0.100, 4.779], [-1.005, 4.545, 2.246], [-0.939, -2.333, -10.626], [-0.660, -0.681, -7.304], [2.805, 1.031, 2.173], [0.614, -1.716, -4.203], [3.340, -3.631, 1.690], [0.505, -0.369, -10.072], [-0.221, 0.236, 10.218], [-0.588, -2.797, -4.478], [-1.281, 0.081, -3.283], [0.505, 0.638, -4.589], [-0.167, 1.953, -2.490], [1.700, 2.165, 0.822], [-0.485, 0.655, 9.242], [1.014, 2.922, 1.715], [0.332, -1.460, 0.572], [1.260, 0.291, 1.616], [-0.558, -0.165, 8.523], [-0.835, -0.842, -10.490], [4.681, -3.221, 1.947], [3.008, -1.663, 0.552], [-2.061, -0.377, -9.475], [5.232, -3.092, 1.010], [1.158, 5.220, 9.860], [-1.883, 1.700, -1.636], [-2.365, -0.777, 3.678], [-0.317, -3.854, -4.024], [0.541, 5.285, 2.804], [0.529, 1.550, 8.788], [5.170, -4.009, 2.528], [-0.955, 1.436, 5.601]], "total_energy_ha": -2290.3481, "total_charge": 1, "lumo_energy_ev": -4.43, "homo_energy_ev": -11.92}


# 4
{"formula": "C30H46O12", "method": "ωB97M-V with the def2-TZVPD basis set", "symbols": ["C", "H", "C", "O", "C", "C", "O", "O", "C", "C", "H", "O", "C", "O", "H", "H", "H", "C", "C", "H", "H", "C", "H", "H", "H", "H", "H", "C", "C", "H", "O", "O", "H", "H", "H", "H", "H", "C", "C", "H", "C", "C", "C", "H", "O", "H", "H", "H", "C", "H", "C", "H", "H", "C", "H", "C", "H", "C", "H", "O", "H", "C", "H", "C", "H", "H", "O", "H", "C", "H", "O", "H", "H", "H", "H", "H", "C", "C", "H", "H", "H", "H", "H", "O", "C", "H", "C", "C"], "coordinates": [[7.868, 0.697, -3.774], [-6.088, -0.247, 3.645], [1.431, -4.482, 2.055], [7.358, -1.089, 0.122], [-4.332, -1.625, -1.757], [6.825, 0.944, -2.704], [6.776, -0.133, -1.767], [-3.569, 5.790, 1.449], [-4.409, -0.152, -1.833], [7.580, -0.236, -0.693], [4.222, -6.556, 0.127], [1.768, -2.797, 0.416], [-2.023, -1.571, -2.491], [3.513, -4.062, 0.794], [-3.414, 2.557, 0.862], [-1.768, 3.674, -1.566], [0.870, -5.252, 1.528], [4.246, -4.988, 1.596], [-2.722, 5.785, 3.737], [4.603, -7.105, 1.768], [-4.614, 4.957, 3.047], [-3.289, 4.674, 0.750], [-2.086, 6.640, 3.511], [1.892, 0.500, -3.816], [-6.293, -0.690, 0.219], [6.967, 1.900, -2.197], [2.942, -6.698, 1.320], [-5.650, -2.047, 1.727], [-1.824, 2.613, -1.760], [1.715, 3.476, -3.404], [-5.479, 0.417, -1.782], [-3.142, 4.769, -0.440], [4.051, -4.822, 2.657], [8.968, 0.864, 0.470], [-3.638, 3.308, 2.428], [-7.588, -1.642, 0.954], [-5.212, -2.163, -1.441], [-1.960, -0.106, -2.219], [2.243, -3.700, 1.049], [-3.027, 5.841, 4.782], [-0.655, 1.909, -2.030], [1.229, 2.508, -3.315], [-3.136, 0.590, -1.921], [3.908, -0.515, -1.663], [-1.133, -2.125, -3.091], [8.872, 0.640, -3.352], [-2.020, 3.251, 1.696], [7.674, -0.251, -4.276], [8.786, 0.670, -0.584], [-3.133, -3.376, -1.964], [2.876, -0.160, -1.663], [0.731, -3.799, 2.529], [2.107, 0.815, 0.090], [3.987, -6.422, 1.182], [3.087, 1.758, -4.051], [2.419, -0.188, -0.198], [7.852, 1.497, -4.516], [-3.052, 1.962, -1.711], [5.293, -4.740, 1.430], [2.840, 1.208, -2.089], [-5.587, -1.355, 4.901], [-6.669, -1.091, 1.154], [-8.228, -1.619, 3.377], [-3.222, -2.304, -2.039], [1.562, -0.839, -0.053], [9.649, 0.155, -1.004], [-4.965, -2.757, 1.040], [-7.656, -2.692, 4.644], [2.304, 1.406, -3.369], [5.835, 0.978, -3.156], [-5.554, -2.175, 3.067], [-8.044, -1.005, 5.025], [2.021, -4.943, 2.844], [-2.119, 4.887, 3.603], [0.139, -0.069, -2.484], [8.666, 1.632, -1.076], [-7.612, -1.667, 4.275], [-3.936, 5.783, 2.830], [-6.893, -0.243, 1.797], [3.218, -0.512, 0.462], [-3.946, 2.533, -1.508], [0.480, 2.371, -4.092], [2.253, -0.832, -2.251], [0.549, 2.549, -2.048], [-6.176, -1.279, 3.988], [-4.504, 6.700, 2.977], [-3.083, 3.375, 1.495], [-0.729, 0.535, -2.275]], "total_energy_ha": -2073.5597, "smiles": "CCOCCOc1ccc2c(c1)C(=O)C=CC2=O.CCOC(C)=O.CCOC(C)=O.CCOC(C)=O.CCOC(C)=O", "total_charge": 0, "lumo_energy_ev": -0.59, "homo_energy_ev": -8.86}


# 5
{"formula": "C6H12O", "method": "ωB97M-V with the def2-TZVPD basis set", "symbols": ["O", "H", "C", "H", "H", "H", "C", "C", "C", "H", "H", "H", "C", "H", "C", "H", "H", "H", "H"], "coordinates": [[-0.631, 1.317, -2.314], [3.130, -1.361, -1.421], [-1.753, 0.422, 1.472], [0.346, 0.726, 1.804], [1.882, -1.790, 0.716], [-0.872, 0.786, -3.127], [0.138, -0.731, 0.222], [-0.338, 0.187, 1.148], [-2.251, 1.472, 2.301], [-3.264, 1.425, 2.495], [1.764, -0.090, -1.910], [-0.510, 0.597, -1.716], [2.032, -1.070, -1.434], [-2.389, -0.071, 0.734], [1.627, -0.913, 0.018], [-1.642, 2.313, 2.564], [1.300, -1.841, -1.942], [-0.661, -1.395, -0.101], [2.091, 0.015, 0.491]], "e_above_lowest_kcal_mol": 36.9, "total_energy_ha": -310.6584, "total_charge": 1, "lumo_energy_ev": [-5.58, -7.97], "homo_energy_ev": [-14.70, -15.01], "multiplicity": 2, "s2": 0.795}


# 6
{"formula": "C2HNO2S", "method": "ωB97M-V with the def2-TZVPD basis set", "symbols": ["H", "O", "C", "N", "S", "C", "O"], "coordinates": [[-0.103, 0.768, -0.665], [1.231, -3.230, 2.167], [0.150, 0.045, 0.057], [0.278, -0.756, 0.901], [0.224, -2.240, 2.615], [-1.297, -2.888, 2.642], [0.534, -1.280, 3.662]], "e_above_lowest_kcal_mol": 187.9, "total_energy_ha": -679.9606, "total_charge": 0, "lumo_energy_ev": [-1.94, -1.91], "homo_energy_ev": [-9.57, -9.56]}


# 7
{"formula": "C22H22N3OPd", "method": "ωB97M-V with the def2-TZVPD basis set", "symbols": ["C", "C", "N", "C", "C", "H", "C", "Pd", "H", "C", "C", "H", "C", "H", "H", "H", "C", "C", "C", "C", "C", "H", "C", "H", "O", "H", "N", "C", "H", "H", "H", "H", "C", "H", "N", "H", "C", "H", "C", "H", "H", "C", "H", "C", "H", "C", "H", "H", "C"], "coordinates": [[-2.811, 2.826, 0.277], [-1.624, 3.283, -0.498], [-2.899, 1.496, 0.276], [3.347, -1.915, 2.261], [1.695, -1.108, -1.065], [1.590, -3.021, -2.108], [4.074, -0.774, -0.147], [-1.194, 0.514, -0.202], [0.848, 1.935, -2.200], [-1.405, 4.627, -0.748], [0.759, -0.091, -0.452], [-4.687, -3.569, 2.405], [-3.922, 0.805, 1.001], [1.379, 0.751, -0.071], [1.416, -2.130, 1.407], [-2.424, -4.265, 1.579], [-4.374, -1.520, 1.766], [2.775, -1.269, -0.006], [-3.506, -0.633, 1.174], [0.222, 2.720, -1.795], [1.002, -2.442, -1.395], [-0.156, 6.082, -1.736], [-4.020, -2.862, 1.935], [5.346, -1.458, 2.912], [-3.620, 3.618, 0.791], [5.970, -0.408, 0.765], [-0.769, 2.313, -0.986], [2.433, -1.814, 1.232], [-5.343, -1.163, 2.094], [-4.099, 1.277, 1.984], [0.870, -3.054, -0.508], [4.395, -0.316, -1.071], [4.634, -1.416, 2.100], [3.062, -2.367, 3.200], [-2.265, -1.005, 0.710], [1.269, 4.293, -2.778], [2.280, -0.585, -2.400], [1.489, -0.560, -3.148], [0.457, 4.032, -2.113], [-2.077, 5.335, -0.288], [3.072, -1.253, -2.745], [-2.752, -3.240, 1.478], [2.684, 0.422, -2.301], [4.981, -0.833, 0.898], [-4.887, 0.835, 0.462], [-1.934, -2.313, 0.888], [0.024, -2.227, -1.829], [-0.950, -2.588, 0.538], [-0.352, 5.036, -1.545]], "e_above_lowest_kcal_mol": 7.5, "total_energy_ha": -1218.8676, "total_charge": -1, "lumo_energy_ev": [2.81, 2.81], "homo_energy_ev": [-0.98, -0.96]}


# 8
{"formula": "C10H11BN2O2", "method": "ωB97M-V with the def2-TZVPD basis set", "symbols": ["H", "C", "C", "H", "C", "B", "O", "C", "H", "C", "C", "H", "O", "H", "C", "H", "H", "N", "C", "H", "C", "H", "H", "C", "H", "N"], "coordinates": [[-4.647, 1.009, -0.338], [2.444, -0.993, -1.104], [0.695, -0.006, 0.082], [-2.975, 1.164, -2.350], [-0.816, 0.178, -0.001], [1.310, 1.523, 0.058], [0.687, 2.506, -0.594], [3.381, -0.866, 0.101], [-0.714, 0.071, -2.059], [-1.377, 0.351, -1.219], [2.372, -0.998, 1.290], [3.719, 0.265, 0.137], [2.520, 1.790, 0.622], [-3.613, 0.734, 1.948], [-2.926, 0.629, 1.021], [1.317, 3.289, -0.650], [2.796, 2.648, 0.954], [1.151, -0.768, -1.118], [-1.564, 0.390, 1.112], [2.520, -1.541, 2.158], [-3.544, 0.905, -0.224], [2.870, -1.545, -2.003], [-1.263, 0.188, 2.197], [-2.716, 0.809, -1.388], [4.292, -1.554, 0.150], [1.186, -0.576, 1.320]], "e_above_lowest_kcal_mol": 2.6, "total_energy_ha": -672.5201, "smiles": "OB(O)C1(c2ccccc2)N=CCC=N1", "total_charge": 0, "lumo_energy_ev": 0.07, "homo_energy_ev": -8.61}